Record 1
Formula: C22H24ClNO
Source: the Open Molecules 2025 dataset
Level of theory: the ωB97M-V functional and the def2-TZVPD basis

Positions of all 49 atoms, in Å:
C  -3.431  0.053  -3.595
C  -2.500  0.548  -2.378
N  -1.327  -0.383  -2.353
C  -0.171  -0.270  -1.510
C  -0.551  -0.905  -0.185
C  0.633  -0.945  0.870
C  0.234  -1.945  1.918
C  0.780  -1.620  3.294
C  0.803  -0.396  3.889
C  1.326  -0.196  5.145
C  1.966  -1.254  5.840
C  2.000  -2.519  5.249
C  1.425  -2.710  3.992
C  1.983  -1.283  0.357
C  2.579  -2.465  0.037
C  3.897  -2.120  -0.295
C  4.122  -0.798  -0.127
O  2.914  -0.235  0.197
C  -2.176  1.977  -2.557
C  -1.551  2.512  -3.686
C  -1.212  3.907  -3.808
C  -1.478  4.702  -2.664
Cl  -1.058  6.439  -2.575
C  -2.226  4.211  -1.648
C  -2.618  2.864  -1.587
H  -2.781  -0.159  -4.396
H  -3.870  -0.890  -3.374
H  -4.159  0.778  -3.861
H  -2.986  0.359  -1.416
H  -1.005  -0.535  -3.302
H  -0.002  0.747  -1.351
H  0.745  -0.743  -1.914
H  -0.833  -1.882  -0.335
H  -1.437  -0.394  0.277
H  0.726  -0.016  1.295
H  -0.898  -1.742  2.123
H  0.372  -3.031  1.685
H  0.378  0.428  3.331
H  1.371  0.783  5.574
H  2.393  -1.079  6.819
H  2.376  -3.356  5.776
H  1.322  -3.560  3.371
H  2.179  -3.475  0.042
H  4.642  -2.811  -0.766
H  5.048  -0.321  -0.464
H  -1.251  1.993  -4.548
H  -0.778  4.381  -4.674
H  -2.582  4.816  -0.818
H  -3.334  2.540  -0.894

* E_LUMO: 0.7 eV
* charge: 0
* HOMO energy: -0.3092 Ha
* Kohn-Sham gap: 9.2 eV
* energy relative to the best compared isomer or geometry (same formula, charge and spin): 181.7 kJ/mol


Record 2
Formula: C5H14
Source: the Open Molecules 2025 dataset
Level of theory: the ωB97M-V functional and the def2-TZVPD basis

Positions of all 19 atoms, in Å:
C  -0.618  -0.152  -1.571
C  -2.043  -0.479  -1.114
C  -2.150  -0.708  0.420
H  -0.633  0.337  -2.544
H  -0.161  0.478  -0.815
H  0.023  -1.028  -1.605
H  -2.687  0.342  -1.410
H  -2.410  -1.380  -1.583
H  -2.433  -1.745  0.639
H  -1.258  -0.390  0.948
H  -2.996  -0.143  0.808
C  2.223  0.289  1.748
C  2.352  1.010  0.402
H  1.574  0.802  2.448
H  1.874  -0.741  1.628
H  3.222  0.161  2.175
H  1.397  1.398  0.060
H  2.681  0.309  -0.365
H  3.129  1.765  0.500

* E_LUMO: 1.2 eV
* charge: 0
* HOMO energy: -0.4157 Ha
* Kohn-Sham gap: 12.5 eV
* energy relative to the best compared isomer or geometry (same formula, charge and spin): 32.3 kJ/mol


Record 3
Formula: C46H56I2N7O27P2
Source: the Open Molecules 2025 dataset
Level of theory: the ωB97M-V functional and the def2-TZVPD basis

Positions of all 140 atoms, in Å:
C  1.264  -3.879  -0.665
C  1.758  -2.472  -0.821
I  3.827  -2.238  -0.478
C  1.012  -1.419  -1.131
I  -1.061  -1.566  -1.524
N  1.492  -0.054  -1.218
C  1.381  0.731  -0.133
N  1.710  2.017  -0.059
C  3.057  2.479  -0.359
N  4.007  1.393  -0.118
C  0.646  2.976  0.339
C  0.721  3.583  1.753
C  2.070  4.086  2.245
O  2.989  3.028  2.535
C  0.402  4.039  -0.758
C  1.310  5.289  -0.762
C  1.328  5.794  -2.236
C  0.728  6.465  0.089
C  -0.686  2.124  0.313
C  -1.904  2.896  0.892
C  -3.251  2.632  0.139
N  -4.295  3.059  1.071
N  -3.527  1.221  -0.132
N  -3.279  3.396  -1.116
C  -0.570  0.846  1.172
N  0.718  0.097  0.959
P  1.640  -0.144  2.366
O  3.083  -0.228  2.169
O  1.234  0.891  3.505
O  1.118  -1.535  2.974
P  2.099  0.491  -2.744
O  1.590  1.791  -3.161
O  3.687  0.407  -2.839
O  1.584  -0.624  -3.756
H  1.928  -4.553  -1.209
H  1.241  -4.137  0.398
H  0.257  -4.024  -1.058
H  3.399  3.364  0.167
H  3.152  2.715  -1.429
H  4.802  1.484  -0.739
H  4.365  1.511  0.826
H  0.070  4.459  1.759
H  0.311  2.939  2.533
H  2.561  4.800  1.576
H  1.889  4.644  3.174
H  3.640  3.378  3.149
H  0.487  3.588  -1.753
H  -0.622  4.417  -0.707
H  2.358  5.117  -0.516
H  1.757  6.795  -2.285
H  1.969  5.117  -2.814
H  0.330  5.755  -2.678
H  0.547  7.336  -0.541
H  -0.242  6.155  0.484
H  1.434  6.765  0.867
H  -0.962  1.885  -0.724
H  -2.111  2.633  1.932
H  -1.779  3.980  0.864
H  -4.395  4.065  0.972
H  -5.150  2.587  0.792
H  -3.582  0.725  0.753
H  -2.816  0.791  -0.711
H  -4.236  3.703  -1.251
H  -3.073  2.770  -1.890
H  -0.779  1.064  2.217
H  -1.379  0.187  0.848
H  1.024  0.379  4.301
H  1.652  -2.253  2.590
H  3.937  1.237  -3.277
H  2.318  -1.245  -3.896
C  -2.136  9.597  3.789
C  -2.116  8.362  3.278
C  -2.850  8.015  2.016
O  -2.771  6.872  1.596
C  -3.619  9.055  1.358
C  -3.645  10.295  1.868
C  -2.889  10.650  3.118
O  -2.938  11.795  3.519
O  -4.334  11.280  1.308
O  -1.446  7.360  3.851
H  -1.610  9.858  4.696
H  -4.156  8.788  0.459
H  -4.185  12.066  1.868
H  -1.598  6.584  3.281
C  -6.597  -1.717  -2.253
C  -5.404  -1.676  -1.651
C  -5.262  -1.777  -0.162
O  -4.136  -1.750  0.314
C  -6.465  -1.896  0.638
C  -7.666  -1.935  0.041
C  -7.807  -1.860  -1.455
O  -8.921  -1.918  -1.936
O  -8.797  -2.041  0.725
O  -4.264  -1.545  -2.324
H  -6.707  -1.647  -3.326
H  -6.351  -1.951  1.711
H  -9.514  -2.049  0.062
H  -3.569  -1.547  -1.635
C  -5.349  -4.764  -5.225
C  -4.243  -4.107  -4.859
C  -2.918  -4.358  -5.519
O  -1.955  -3.710  -5.144
C  -2.849  -5.363  -6.564
C  -3.955  -6.025  -6.932
C  -5.287  -5.756  -6.290
O  -6.255  -6.378  -6.681
O  -3.946  -6.954  -7.880
O  -4.239  -3.187  -3.889
H  -6.309  -4.590  -4.759
H  -1.887  -5.547  -7.020
H  -4.866  -7.274  -7.954
H  -3.318  -2.876  -3.841
C  3.673  -4.779  4.410
C  4.041  -5.527  5.462
C  3.228  -6.709  5.912
O  3.626  -7.356  6.859
C  2.001  -7.013  5.189
C  1.636  -6.263  4.144
C  2.464  -5.100  3.681
O  2.085  -4.465  2.706
O  0.521  -6.500  3.452
O  5.135  -5.275  6.162
H  4.250  -3.928  4.074
H  1.414  -7.854  5.531
H  0.489  -5.823  2.753
H  5.173  -5.958  6.860
C  6.922  -6.928  -1.891
C  8.193  -7.313  -1.708
C  9.009  -6.812  -0.552
O  10.149  -7.213  -0.429
C  8.391  -5.864  0.366
C  7.124  -5.477  0.182
C  6.298  -6.000  -0.963
O  5.143  -5.628  -1.076
O  6.528  -4.608  1.004
O  8.806  -8.156  -2.529
H  6.325  -7.283  -2.718
H  8.993  -5.498  1.185
H  5.620  -4.483  0.677
H  9.709  -8.271  -2.174

* E_LUMO: -3.5 eV
* charge: +1
* HOMO energy: -0.4086 Ha
* Kohn-Sham gap: 7.6 eV


Record 4
Formula: C4H7NO
Source: the Open Molecules 2025 dataset
Level of theory: the ωB97M-V functional and the def2-TZVPD basis

Positions of all 13 atoms, in Å:
N  1.266  -0.696  -0.003
C  0.924  0.722  0.138
C  -0.549  0.791  -0.249
C  -1.334  -0.324  0.482
C  -0.802  -0.502  -0.915
O  -0.894  -1.112  -1.941
H  0.922  -1.291  0.737
H  2.217  -0.927  -0.236
H  1.139  1.131  1.138
H  1.502  1.291  -0.596
H  -1.022  1.731  -0.531
H  -0.929  -0.618  1.454
H  -2.419  -0.311  0.452

* E_LUMO: 0.9 eV
* charge: 0
* HOMO energy: -0.3197 Ha
* Kohn-Sham gap: 9.6 eV
* energy relative to the best compared isomer or geometry (same formula, charge and spin): 284.3 kJ/mol


Among the records above, which one has the highest Kohn-Sham gap? C5H14


charge of number 3 (C46H56I2N7O27P2)? +1


Number 2 is which compound? C5H14